Entry 1:
{"formula": "C11H14BN7SSn", "method": "the ωB97M-V functional and the def2-TZVPD basis", "elements": ["H", "N", "B", "N", "C", "Sn", "H", "C", "H", "C", "H", "C", "H", "H", "H", "N", "N", "N", "N", "C", "C", "H", "H", "C", "C", "C", "C", "H", "H", "H", "H", "H", "S", "C", "N"], "positions_angstrom": [[1.21619, 2.87763, 1.36507], [0.83532, 1.45967, -0.18693], [0.34536, 0.21107, -2.39868], [0.73048, 1.47997, -1.54555], [0.90602, 2.74969, -1.93264], [1.31744, -0.38129, 0.78701], [0.87095, 2.99870, -2.97710], [1.12779, 3.54648, -0.79610], [1.29250, 4.59814, -0.75418], [1.09789, 2.69577, 0.30527], [0.23862, 0.43785, -3.54682], [-1.40336, -0.42259, 3.71059], [-0.32916, -0.18562, 3.76269], [-1.44929, -1.37709, 3.19252], [-1.78511, 0.32946, 3.02121], [-1.04548, -0.23142, -1.84498], [1.35386, -0.96289, -2.12158], [-1.14849, -0.58253, -0.50936], [1.46186, -1.57059, -0.88415], [-2.24675, -0.28727, -2.45925], [2.16144, -1.65135, -2.93153], [-2.32348, -0.03657, -3.52167], [2.19489, -1.40166, -3.98616], [-3.18899, -0.68140, -1.51719], [2.84248, -2.63605, -2.19292], [-2.46055, -0.82985, -0.31037], [2.44019, -2.52459, -0.88315], [-4.26438, -0.82364, -1.66570], [3.57457, -3.36040, -2.54262], [-2.83238, -1.11567, 0.68797], [2.68128, -3.06365, 0.04526], [-1.81062, -0.45128, 4.71823], [0.33627, 0.93989, 7.36071], [-0.85639, 0.35199, 6.54796], [-1.88096, -0.09891, 6.00417]], "spin_multiplicity": 1, "orbital_gap_ha": [0.088, 0.088], "de_lowest_kcal_mol": 77.9, "charge": 2}



Entry 2:
{"formula": "C11H14BN7SW", "method": "the ωB97M-V functional and the def2-TZVPD basis", "elements": ["H", "N", "B", "N", "C", "W", "H", "C", "H", "C", "H", "C", "H", "H", "H", "N", "N", "N", "N", "C", "C", "H", "H", "C", "C", "C", "C", "H", "H", "H", "H", "H", "S", "C", "N"], "positions_angstrom": [[0.90922, 3.41727, 1.55700], [0.70900, 1.90453, 0.09745], [0.40361, 0.50676, -2.05338], [0.71208, 1.89116, -1.31889], [0.98378, 3.13884, -1.74301], [0.21969, 0.22982, 0.98437], [1.09828, 3.31985, -2.82101], [1.09263, 3.98907, -0.63378], [1.26537, 5.07136, -0.64735], [0.93095, 3.20122, 0.49582], [0.48839, 0.63729, -3.22649], [-1.95750, -2.75753, 3.13599], [-1.21681, -3.22052, 3.79636], [-1.39217, -2.07441, 2.47334], [-2.44363, -3.49415, 2.48812], [-1.05736, 0.13592, -1.60004], [1.32787, -0.61789, -1.47060], [-1.37755, -0.03999, -0.25088], [1.34021, -0.95062, -0.10142], [-2.16705, -0.07427, -2.31951], [2.17643, -1.44908, -2.09807], [-2.09580, 0.08707, -3.38029], [2.28660, -1.30710, -3.15320], [-3.22325, -0.43034, -1.45465], [2.73253, -2.34754, -1.15635], [-2.68151, -0.42732, -0.16641], [2.19363, -1.99462, 0.07851], [-4.24462, -0.61152, -1.72923], [3.41933, -3.14911, -1.36973], [-3.09071, -0.61885, 0.80679], [2.30983, -2.34552, 1.08701], [-2.71248, -2.24539, 3.72311], [1.60795, 1.28096, 5.23036], [0.92547, 0.83792, 3.91375], [0.52759, 0.50672, 2.82630]], "spin_multiplicity": 3, "orbital_gap_ha": [0.228, 0.292], "s2": 2.017, "de_lowest_kcal_mol": 0.0, "charge": 2}



Entry 3:
{"formula": "C11H14Br2F3IN4O5", "method": "the ωB97M-V functional and the def2-TZVPD basis", "elements": ["O", "C", "I", "C", "N", "C", "N", "C", "C", "C", "C", "F", "Br", "C", "F", "F", "Br", "N", "N", "C", "C", "O", "H", "H", "H", "H", "H", "H", "H", "H", "H", "H", "H", "H", "H", "C", "O", "O", "O", "H"], "positions_angstrom": [[3.08058, -3.02738, 4.32580], [2.29810, -2.84001, 3.44332], [2.20569, -4.13831, 1.70511], [1.27403, -1.71401, 3.40078], [1.66767, -0.77180, 2.35941], [0.71304, -0.05078, 1.77793], [-0.59987, -0.08309, 2.08401], [-1.19947, 0.75239, 1.27844], [-2.65793, 1.01265, 1.24492], [-3.31395, 0.30545, 0.04982], [-3.48346, -1.22302, 0.11769], [-4.75461, -1.48978, -0.26080], [-3.29408, -2.00801, 1.88528], [-2.52724, -1.95482, -0.89430], [-1.35716, -1.30679, -0.95546], [-2.24016, -3.18319, -0.46279], [-3.31417, -2.15905, -2.64065], [-0.30502, 1.35846, 0.49064], [0.89594, 0.83151, 0.80410], [2.09675, 1.24031, 0.08747], [2.45101, 0.17495, -0.97187], [2.79538, 0.84271, -2.14170], [0.34330, -2.16320, 3.06841], [1.12565, -1.25366, 4.37136], [2.62539, -0.66577, 2.07662], [-3.13384, 0.82906, 2.19543], [-2.76482, 2.08072, 1.05399], [-2.68705, 0.51727, -0.81274], [-4.28695, 0.72224, -0.17477], [-0.44893, 2.04268, -0.23751], [2.92601, 1.33139, 0.78104], [1.94351, 2.20079, -0.38688], [1.54069, -0.40796, -1.14080], [3.20215, -0.52302, -0.59123], [2.45076, 0.32393, -2.87347], [1.26015, 3.04282, -5.20940], [2.44666, 2.70143, -5.44609], [0.88137, 2.72862, -3.86624], [0.40291, 3.56774, -5.91172], [1.74197, 2.35655, -3.62316]], "spin_multiplicity": 1, "orbital_gap_ha": 0.196}



Entry 4:
{"formula": "C11H14BrN4S", "method": "the ωB97M-V functional and the def2-TZVPD basis", "elements": ["C", "C", "C", "N", "C", "N", "N", "N", "C", "S", "C", "C", "C", "C", "C", "C", "Br", "H", "H", "H", "H", "H", "H", "H", "H", "H", "H", "H", "H", "H", "H"], "positions_angstrom": [[3.79880, 0.10703, -1.35395], [2.31143, 0.60472, -0.77322], [2.25092, 0.76131, 0.88993], [1.24544, 0.81503, -1.61201], [-0.05939, 0.98301, -0.80586], [-0.35443, 2.32478, -0.25102], [-1.50249, 2.49375, 0.44438], [-1.70029, 3.82791, 0.88786], [-2.78620, 4.37770, 0.24564], [-4.23486, 4.69862, -0.63396], [-2.61751, 1.58027, 0.85366], [-2.48785, -0.00143, 0.32429], [-1.11492, -0.22836, -0.54404], [-0.80180, -1.70566, -1.21358], [-0.18774, -2.81201, -0.17594], [-0.77819, -2.74897, 1.35103], [1.83908, -2.85090, -0.12013], [4.02591, -0.99145, -0.94561], [3.87718, 0.16529, -2.51998], [4.58139, 0.80470, -0.82556], [1.98046, 1.90925, 1.06967], [3.28590, 0.56931, 1.40349], [1.43961, 0.05785, 1.36788], [-3.55663, 1.95513, 1.48624], [-3.29249, -0.81945, 0.55678], [-0.10013, -1.51384, -2.14235], [-1.84025, -2.09402, -1.65185], [-0.49648, -3.88173, -0.60732], [-0.38377, -1.82130, 1.97434], [-0.37420, -3.71407, 1.92231], [-1.96647, -2.85249, 1.39888]], "spin_multiplicity": 1, "orbital_gap_ha": 0.289, "de_lowest_kcal_mol": 237.0, "smiles": "CC(C)=Nc1n[n+](N=C=S)ccc1C[C@H](C)Br", "charge": 1}